7 unconnected molecules or ions with the total composition C26H57BIN7O12 at a distorted geometry, computed with ωB97M-V with the def2-TZVPD basis set.

Output
- Gap between HOMO and LUMO: 8.51 eV
- Electronic energy: -2633.74492 a.u.
- 2S+1: 1
- SMILES: C[C@H](I)CN(CB(O)O)C(=O)OCCOC=O.CNC(C)=O.CNC(C)=O.CNC(C)=O.CNC(C)=O.CNC(C)=O.CNC(C)=O
- LUMO energy: 0.006 Eh

Last columns: bonded neighbours and bond lengths (Å).
Geometry (Å):
1 C 2.292 3.131 -1.587  C2 1.551, H18 1.076, H19 1.094, H20 1.087
2 C 0.868 2.668 -1.181  C1 1.551, I3 2.193, C4 1.563, H21 1.084
3 I -0.428 4.404 -1.520  C2 2.193
4 C 0.756 2.257 0.323  C2 1.563, N5 1.467, H22 1.086, H23 1.092
5 N 0.372 0.876 0.637  C4 1.467, C6 1.474, C10 1.420
6 C -0.801 0.361 -0.093  N5 1.474, B7 1.593, H24 1.099, H25 1.100
7 B -2.157 1.186 0.039  C6 1.593, O8 1.379, O9 1.375
8 O -2.355 2.331 0.781  B7 1.379, H26 0.970
9 O -3.251 0.676 -0.618  B7 1.375, H27 0.973
10 C 1.448 -0.050 0.682  N5 1.420, O11 1.162, O12 1.371
11 O 1.377 -0.992 1.358  C10 1.162
12 O 2.596 0.126 -0.047  C10 1.371, C13 1.422
13 C 2.420 -0.113 -1.438  O12 1.422, C14 1.554, H28 1.090, H29 1.089
14 C 2.835 -1.550 -1.857  C13 1.554, O15 1.449, H30 1.093, H31 1.093
15 O 3.349 -1.500 -3.211  C14 1.449, C16 1.336
16 C 2.441 -1.183 -4.139  O15 1.336, O17 1.159, H32 1.101
17 O 2.573 -1.557 -5.229  C16 1.159
18 H 2.455 4.176 -1.386  C1 1.076
19 H 2.991 2.552 -0.977  C1 1.094
20 H 2.465 2.869 -2.628  C1 1.087
21 H 0.527 1.932 -1.901  C2 1.084
22 H 0.128 2.987 0.824  C4 1.086
23 H 1.749 2.411 0.750  C4 1.092
24 H -1.009 -0.631 0.333  C6 1.099
25 H -0.543 0.154 -1.142  C6 1.100
26 H -2.821 2.943 0.191  O8 0.970
27 H -3.045 -0.266 -0.755  O9 0.973
28 H 3.083 0.574 -1.964  C13 1.090
29 H 1.405 0.057 -1.794  C13 1.089
30 H 1.932 -2.166 -1.847  C14 1.093
31 H 3.600 -1.967 -1.197  C14 1.093
32 H 1.578 -0.535 -3.924  C16 1.101
33 C -5.955 -2.939 -2.386  C34 1.508, H38 1.086, H39 1.091, H40 1.091
34 C -4.591 -2.357 -2.659  C33 1.508, O35 1.223, N36 1.357
35 O -3.869 -1.951 -1.758  C34 1.223
36 N -4.178 -2.292 -3.949  C34 1.357, C37 1.451, H41 1.008
37 C -4.885 -2.719 -5.143  N36 1.451, H42 1.091, H43 1.091, H44 1.085
38 H -6.137 -2.921 -1.316  C33 1.086
39 H -6.726 -2.348 -2.881  C33 1.091
40 H -6.002 -3.973 -2.730  C33 1.091
41 H -3.259 -1.892 -4.057  N36 1.008
42 H -4.293 -3.476 -5.658  C37 1.091
43 H -5.013 -1.863 -5.807  C37 1.091
44 H -5.860 -3.131 -4.903  C37 1.085
45 C -3.913 -0.545 4.945  C46 1.512, H50 1.087, H51 1.091, H52 1.091
46 C -2.789 -1.461 5.374  C45 1.512, O47 1.226, N48 1.352
47 O -2.870 -2.148 6.386  C46 1.226
48 N -1.682 -1.499 4.598  C46 1.352, C49 1.449, H53 1.013
49 C -1.417 -0.762 3.379  N48 1.449, H54 1.091, H55 1.090, H56 1.087
50 H -4.725 -0.624 5.662  C45 1.087
51 H -3.570 0.491 4.919  C45 1.091
52 H -4.286 -0.835 3.962  C45 1.091
53 H -0.962 -2.128 4.933  N48 1.013
54 H -1.228 -1.475 2.575  C49 1.091
55 H -0.521 -0.156 3.520  C49 1.090
56 H -2.248 -0.118 3.104  C49 1.087
57 C 6.040 -4.715 -1.827  C58 1.509, H62 1.086, H63 1.091, H64 1.091
58 C 4.669 -4.759 -1.201  C57 1.509, O59 1.222, N60 1.358
59 O 4.307 -3.939 -0.370  C58 1.222
60 N 3.828 -5.752 -1.592  C58 1.358, C61 1.451, H65 1.008
61 C 4.070 -6.808 -2.556  N60 1.451, H66 1.091, H67 1.091, H68 1.085
62 H 6.588 -3.873 -1.415  C57 1.086
63 H 6.590 -5.631 -1.603  C57 1.091
64 H 5.961 -4.585 -2.907  C57 1.091
65 H 2.930 -5.721 -1.133  N60 1.008
66 H 3.333 -6.737 -3.358  C61 1.091
67 H 3.958 -7.776 -2.064  C61 1.091
68 H 5.065 -6.739 -2.982  C61 1.085
69 C 4.894 6.269 -4.656  C70 1.509, H74 1.086, H75 1.091, H76 1.091
70 C 3.675 5.614 -4.053  C69 1.509, O71 1.222, N72 1.359
71 O 3.701 5.073 -2.957  C70 1.222
72 N 2.522 5.640 -4.772  C70 1.359, C73 1.451, H77 1.010
73 C 2.291 6.225 -6.079  N72 1.451, H78 1.091, H79 1.091, H80 1.085
74 H 5.726 6.165 -3.966  C69 1.086
75 H 5.160 5.786 -5.597  C69 1.091
76 H 4.711 7.331 -4.823  C69 1.091
77 H 1.749 5.186 -4.308  N72 1.010
78 H 1.510 6.983 -5.998  C73 1.091
79 H 1.952 5.447 -6.765  C73 1.091
80 H 3.190 6.683 -6.477  C73 1.085
81 C -4.799 3.992 3.804  C82 1.507, H86 1.086, H87 1.091, H88 1.091
82 C -4.686 5.220 2.938  C81 1.507, O83 1.219, N84 1.363
83 O -3.767 6.013 3.054  C82 1.219
84 N -5.654 5.424 2.001  C82 1.363, C85 1.451, H89 1.008
85 C -6.815 4.602 1.715  N84 1.451, H90 1.092, H91 1.092, H92 1.085
86 H -3.961 3.964 4.494  C81 1.086
87 H -5.724 4.019 4.382  C81 1.091
88 H -4.771 3.092 3.187  C81 1.091
89 H -5.515 6.260 1.456  N84 1.008
90 H -6.773 4.271 0.675  C85 1.092
91 H -7.719 5.197 1.855  C85 1.092
92 H -6.858 3.733 2.363  C85 1.085
93 C 3.115 -2.770 5.221  C94 1.508, H98 1.087, H99 1.091, H100 1.091
94 C 1.782 -3.335 5.644  C93 1.508, O95 1.222, N96 1.357
95 O 0.753 -3.088 5.032  C94 1.222
96 N 1.750 -4.137 6.737  C94 1.357, C97 1.450, H101 1.009
97 C 2.853 -4.544 7.586  N96 1.450, H102 1.092, H103 1.091, H104 1.085
98 H 2.971 -2.154 4.337  C93 1.087
99 H 3.533 -2.148 6.014  C93 1.091
100 H 3.809 -3.574 4.975  C93 1.091
101 H 0.826 -4.476 6.959  N96 1.009
102 H 2.929 -5.632 7.577  C97 1.092
103 H 2.657 -4.215 8.608  C97 1.091
104 H 3.793 -4.119 7.250  C97 1.085



3 unconnected molecules or ions with the total composition C26H58NO10P2 at a distorted geometry, computed with ωB97M-V with the def2-TZVPD basis set.

Output
- Charge: -1
- Gap between HOMO and LUMO: 5.12 eV
- Electronic energy: -2515.35673 a.u.
- 2S+1: 1
- LUMO energy: 0.030 Eh

Last columns: bonded neighbours and bond lengths (Å).
Geometry (Å):
1 C 0.792 -0.949 2.795  C2 1.565, H18 1.106, H19 1.118, H20 1.110
2 C 0.073 -1.381 1.474  C1 1.565, C3 1.582, H21 1.109, H22 1.114
3 C -0.734 -0.199 0.800  C2 1.582, C4 1.577, H23 1.113, H24 1.111
4 C -2.270 -0.546 0.706  C3 1.577, C5 1.580, H25 1.105, H26 1.116
5 C -3.169 0.753 0.706  C4 1.580, C6 1.567, H27 1.116, H28 1.108
6 C -4.293 0.731 1.798  C5 1.567, C7 1.564, H29 1.110, H30 1.119
7 C -4.621 2.130 2.415  C6 1.564, C8 1.576, H31 1.118, H32 1.117
8 C -3.882 2.393 3.782  C7 1.576, C9 1.597, H33 1.112, H34 1.107
9 C -2.379 2.847 3.495  C8 1.597, N10 1.457, C15 1.579, H35 1.112
10 N -2.161 4.049 4.291  C9 1.457, C11 1.464, H36 1.010
11 C -0.903 4.770 4.087  N10 1.464, C12 1.590, C13 1.549, H37 1.122
12 C 0.028 4.788 5.375  C11 1.590, H38 1.118, H39 1.103, H40 1.107
13 C -0.030 4.347 2.879  C11 1.549, C14 1.591, H41 1.111, H42 1.107
14 C 1.039 5.478 2.553  C13 1.591, H43 1.110, H44 1.115, H45 1.105
15 C -1.509 1.615 3.960  C9 1.579, O16 1.249, O17 1.256
16 O -1.842 0.464 3.609  C15 1.249
17 O -0.471 1.790 4.647  C15 1.256
18 H 0.126 -1.138 3.658  C1 1.106
19 H 1.721 -1.540 2.988  C1 1.118
20 H 1.008 0.140 2.808  C1 1.110
21 H -0.643 -2.198 1.696  C2 1.109
22 H 0.853 -1.723 0.755  C2 1.114
23 H -0.337 -0.041 -0.228  C3 1.113
24 H -0.582 0.756 1.348  C3 1.111
25 H -2.512 -1.157 1.594  C4 1.105
26 H -2.433 -1.090 -0.255  C4 1.116
27 H -3.690 0.879 -0.272  C5 1.116
28 H -2.473 1.610 0.799  C5 1.108
29 H -4.104 -0.013 2.600  C6 1.110
30 H -5.219 0.376 1.280  C6 1.119
31 H -5.728 2.219 2.542  C7 1.118
32 H -4.355 2.936 1.689  C7 1.117
33 H -4.465 3.183 4.305  C8 1.112
34 H -3.907 1.483 4.411  C8 1.107
35 H -2.349 2.989 2.393  C9 1.112
36 H -2.974 4.646 4.352  N10 1.010
37 H -1.163 5.849 3.921  C11 1.122
38 H 0.316 5.848 5.586  C12 1.118
39 H -0.461 4.321 6.246  C12 1.103
40 H 0.971 4.255 5.146  C12 1.107
41 H -0.598 4.191 1.936  C13 1.111
42 H 0.553 3.421 3.050  C13 1.107
43 H 2.036 5.010 2.413  C14 1.110
44 H 0.790 5.932 1.565  C14 1.115
45 H 1.046 6.292 3.300  C14 1.105
46 O -4.861 0.244 -4.409  P47 1.503
47 P -3.931 -0.411 -5.392  O46 1.503, O48 1.642, O51 1.646, O54 1.691
48 O -2.498 -0.260 -4.604  P47 1.642, C49 1.425
49 C -2.273 -1.041 -3.434  O48 1.425, C50 1.518, H57 1.093, H58 1.091
50 C -2.131 -2.518 -3.757  C49 1.518, H59 1.096, H60 1.091, H61 1.091
51 O -3.780 0.830 -6.463  P47 1.646, C52 1.425
52 C -4.711 1.909 -6.468  O51 1.425, C53 1.517, H62 1.091, H63 1.093
53 C -4.244 3.041 -5.572  C52 1.517, H64 1.090, H65 1.092, H66 1.092
54 O -3.205 -1.387 -6.567  P47 1.691, C55 1.432
55 C -3.918 -2.561 -6.972  O54 1.432, C56 1.517, H67 1.094, H68 1.091
56 C -5.339 -2.260 -7.408  C55 1.517, H69 1.096, H70 1.091, H71 1.092
57 H -3.076 -0.877 -2.712  C49 1.093
58 H -1.346 -0.681 -2.986  C49 1.091
59 H -3.101 -2.945 -4.037  C50 1.096
60 H -1.764 -3.071 -2.891  C50 1.091
61 H -1.449 -2.673 -4.594  C50 1.091
62 H -5.706 1.562 -6.188  C52 1.091
63 H -4.783 2.268 -7.498  C52 1.093
64 H -3.925 2.684 -4.592  C53 1.090
65 H -5.038 3.777 -5.434  C53 1.092
66 H -3.381 3.543 -6.015  C53 1.092
67 H -3.916 -3.289 -6.156  C55 1.094
68 H -3.364 -2.999 -7.804  C55 1.091
69 H -5.939 -1.883 -6.572  C56 1.096
70 H -5.824 -3.163 -7.784  C56 1.091
71 H -5.352 -1.498 -8.190  C56 1.092
72 O 6.709 -4.447 1.699  P73 1.504
73 P 6.359 -3.164 0.995  O72 1.504, O74 1.647, O77 1.648, O80 1.683
74 O 6.059 -3.728 -0.522  P73 1.647, C75 1.422
75 C 4.889 -4.505 -0.742  O74 1.422, C76 1.519, H83 1.094, H84 1.092
76 C 3.621 -3.677 -0.617  C75 1.519, H85 1.095, H86 1.091, H87 1.091
77 O 7.882 -2.580 0.767  P73 1.648, C78 1.423
78 C 8.982 -3.091 1.512  O77 1.423, C79 1.518, H88 1.091, H89 1.093
79 C 9.653 -4.241 0.784  C78 1.518, H90 1.090, H91 1.092, H92 1.092
80 O 5.805 -1.637 0.558  P73 1.683, C81 1.437
81 C 4.937 -0.966 1.486  O80 1.437, C82 1.515, H93 1.093, H94 1.091
82 C 5.525 -0.882 2.880  C81 1.515, H95 1.097, H96 1.091, H97 1.092
83 H 4.867 -5.354 -0.053  C75 1.094
84 H 4.963 -4.904 -1.756  C75 1.092
85 H 3.431 -3.419 0.430  C76 1.095
86 H 2.756 -4.232 -0.983  C76 1.091
87 H 3.706 -2.744 -1.176  C76 1.091
88 H 8.666 -3.383 2.515  C78 1.091
89 H 9.697 -2.274 1.635  C78 1.093
90 H 8.931 -4.975 0.424  C79 1.090
91 H 10.370 -4.746 1.435  C79 1.092
92 H 10.186 -3.872 -0.096  C79 1.092
93 H 3.969 -1.472 1.511  C81 1.093
94 H 4.771 0.041 1.100  C81 1.091
95 H 5.638 -1.881 3.322  C82 1.097
96 H 4.875 -0.301 3.535  C82 1.091
97 H 6.514 -0.421 2.857  C82 1.092